a.
Computed, not measured: one molecule with the formula C7H10N2, with the ωB97M-V functional and the def2-TZVPD basis.

Geometry as ORCA input:
```
! wB97M-V def2-TZVPD RIJCOSX def2/J DEFGRID3
* xyz 0 1
C 2.228 -0.831 -0.642
C 2.061 0.385 -1.445
C -1.076 -0.424 -0.133
C -0.519 0.527 0.879
C 0.314 -0.031 -0.247
C -2.103 0.100 -1.138
C -0.096 0.131 2.284
N 1.214 -1.024 0.141
N 0.915 0.827 -1.248
H 3.066 -1.563 -0.731
H 2.769 0.973 -2.041
H -1.245 -1.346 0.382
H -0.661 1.537 0.687
H -1.842 -0.419 -2.020
H -1.934 1.145 -1.419
H -3.168 -0.106 -0.906
H -0.928 -0.362 2.728
H 0.259 1.053 2.687
H 0.745 -0.573 2.181
*
```

Properties
LUMO energy: 0.0207 Eh
SMILES: C[C@@H]1[C@@H](C)C12N=CC=N2

***

b.
Computed, not measured: one molecule with the formula C7H10N2, with the ωB97M-V functional and the def2-TZVPD basis.

Geometry as ORCA input:
```
! wB97M-V def2-TZVPD RIJCOSX def2/J DEFGRID3
* xyz 0 1
C -1.589 -1.053 0.704
C -0.488 -1.586 -0.226
C -0.672 2.372 -0.825
C 2.962 1.044 -0.478
C -1.843 0.564 0.463
C 0.839 -1.043 0.126
C -0.956 1.268 -0.185
N 1.988 0.906 0.269
N 1.013 0.175 -0.015
H -1.243 -1.000 1.800
H -2.524 -1.700 0.470
H -0.446 -2.715 -0.384
H -0.605 -1.092 -1.165
H 0.106 3.127 -0.697
H -1.156 2.604 -1.754
H 3.696 1.774 -0.106
H 3.002 0.492 -1.439
H -2.543 1.125 1.100
H 1.715 -1.706 0.503
*
```

Properties
LUMO energy: 0.0373 Eh
SMILES: C=C=CCC/C=N/N=C

***

Most stable structure - a; separation to the second - 0.1337 hartree.

***

a.
Computed, not measured: C29H22Br2CuF9N3O3Sb2 as an isolated structure, with the ωB97M-V functional and the def2-TZVPD basis.

Geometry as ORCA input:
```
! wB97M-V def2-TZVPD RIJCOSX def2/J DEFGRID3
* xyz 1 1
Cu 0.792 0.933 1.226
C -0.238 1.801 5.501
O 0.533 0.955 4.622
C -0.035 0.343 3.619
O 0.679 -0.232 2.778
N -1.384 0.304 3.553
N -1.954 -0.297 2.404
H 0.484 2.194 6.213
H -0.993 1.208 6.023
H -0.673 2.617 4.923
H -1.900 1.104 3.902
H -2.593 0.373 1.978
H -2.461 -1.136 2.690
Br -0.892 4.055 -2.360
C 0.827 3.365 -2.113
C 1.841 3.697 -3.028
C 3.092 3.175 -2.879
Br 4.422 3.618 -4.139
C 3.391 2.309 -1.796
C 4.660 1.723 -1.584
C 4.859 0.903 -0.512
C 3.785 0.660 0.356
N 2.594 1.179 0.187
C 2.370 2.002 -0.871
C 1.054 2.541 -1.032
O 0.102 2.149 -0.154
H 1.617 4.358 -3.850
H 5.460 1.935 -2.279
H 5.816 0.444 -0.320
H 3.916 0.022 1.218
F 2.548 -5.909 0.725
C 1.796 -4.805 0.675
C 0.555 -4.867 0.076
C -0.216 -3.716 0.034
C 0.239 -2.527 0.599
C 1.513 -2.490 1.161
C 2.296 -3.631 1.208
Sb -1.003 -0.862 0.080
C -2.863 -1.814 -0.183
C -3.731 -1.358 -1.174
C -4.969 -1.947 -1.360
C -5.336 -2.990 -0.532
F -6.535 -3.559 -0.704
C -4.509 -3.467 0.471
C -3.266 -2.873 0.629
C -0.146 -0.385 -1.766
C 1.120 -0.878 -2.072
C 1.737 -0.531 -3.263
C 1.059 0.301 -4.134
F 1.652 0.652 -5.280
C -0.205 0.797 -3.861
C -0.798 0.464 -2.659
H 0.208 -5.792 -0.354
H -1.170 -3.769 -0.470
H 1.924 -1.581 1.561
H 3.281 -3.622 1.646
H -3.456 -0.522 -1.804
H -5.649 -1.607 -2.124
H -4.837 -4.283 1.094
H -2.607 -3.273 1.391
H 1.645 -1.530 -1.385
H 2.720 -0.890 -3.522
H -0.687 1.453 -4.568
H -1.749 0.908 -2.402
F -0.008 2.674 2.324
Sb -1.191 3.454 0.979
F -2.406 2.359 2.021
F -1.600 4.817 2.214
F -2.701 3.860 -0.059
F 0.239 4.631 0.484
F -2.065 0.808 0.029
*
```

Properties
LUMO energy: -0.1735 Eh

***

b.
Computed, not measured: C29H22Br2CuF9N3O3Sb2 as an isolated structure, with the ωB97M-V functional and the def2-TZVPD basis.

Geometry as ORCA input:
```
! wB97M-V def2-TZVPD RIJCOSX def2/J DEFGRID3
* xyz 1 1
Cu 0.147 -1.147 0.213
C -1.225 3.833 2.347
O -1.383 3.029 1.152
C -1.122 1.753 1.165
O -1.259 1.081 0.113
N -0.723 1.147 2.280
N -0.299 -0.191 2.242
H -1.534 4.829 2.055
H -0.178 3.844 2.650
H -1.877 3.457 3.133
H -0.525 1.694 3.105
H -0.910 -0.761 2.817
H 0.653 -0.234 2.615
Br -1.843 0.225 -4.641
C -0.683 -1.177 -4.057
C -0.203 -2.020 -5.082
C 0.551 -3.098 -4.755
Br 1.207 -4.200 -6.137
C 0.830 -3.401 -3.392
C 1.543 -4.549 -2.972
C 1.716 -4.786 -1.644
C 1.197 -3.867 -0.715
N 0.553 -2.779 -1.064
C 0.354 -2.534 -2.393
C -0.405 -1.352 -2.725
O -0.784 -0.571 -1.730
H -0.435 -1.804 -6.115
H 1.938 -5.229 -3.714
H 2.249 -5.658 -1.291
H 1.331 -4.025 0.346
F -4.737 6.760 -1.074
C -4.129 5.587 -1.270
C -2.754 5.575 -1.423
C -2.127 4.358 -1.631
C -2.866 3.169 -1.680
C -4.250 3.225 -1.499
C -4.893 4.438 -1.299
Sb -1.853 1.322 -1.868
C -0.031 2.057 -2.576
C -0.061 3.020 -3.583
C 1.124 3.514 -4.099
C 2.315 3.033 -3.583
F 3.459 3.515 -4.078
C 2.371 2.081 -2.585
C 1.178 1.577 -2.083
C -3.485 0.020 -1.654
C -4.533 0.049 -2.570
C -5.607 -0.818 -2.432
C -5.604 -1.699 -1.368
F -6.632 -2.541 -1.230
C -4.575 -1.754 -0.449
C -3.502 -0.889 -0.600
H -2.202 6.504 -1.387
H -1.051 4.345 -1.742
H -4.845 2.324 -1.484
H -5.964 4.501 -1.161
H -0.999 3.388 -3.983
H 1.139 4.253 -4.889
H 3.327 1.735 -2.216
H 1.216 0.819 -1.314
H -4.525 0.729 -3.412
H -6.429 -0.824 -3.134
H -4.613 -2.478 0.354
H -2.676 -0.953 0.094
F 2.117 -0.038 0.526
Sb 3.125 -1.272 1.638
F 4.643 -0.202 1.476
F 2.457 -0.231 3.085
F 3.930 -2.494 2.786
F 1.475 -2.254 1.830
F 3.520 -2.243 0.092
*
```

Properties
LUMO energy: -0.1248 Eh

***

Most stable structure - b; separation to the second - 0.0409 hartree.